Here is a molecular structure, C19H15AsBrI2O9S6Ti at a distorted geometry from OMol25. Energies are from ωB97M-V/def2-TZVPD.

For the energy above the lowest of the compared OMol25 structures with the same formula, charge and spin, the calculation gives 292.7 kJ/mol. The spin multiplicity is 2. The expectation value of S² is 0.767. Its net charge is -2.

Element x y z (Å)
Ti -0.17 0.55 0.64
O -1.64 -0.97 3.07
As -2.07 0.74 2.94
O -3.65 0.75 3.34
O -1.71 1.41 1.46
C -1.00 1.65 4.29
C -1.63 1.97 5.49
C -0.95 2.71 6.45
C 0.35 3.14 6.21
C 0.98 2.81 5.03
C 0.31 2.07 4.07
S 1.18 1.46 2.66
O 2.58 1.53 2.95
O 0.77 2.21 1.46
O 0.65 0.09 2.46
H -2.47 -1.44 3.17
H -2.65 1.63 5.64
H -1.43 2.94 7.39
H 0.86 3.73 6.96
H 2.01 3.10 4.83
S -0.19 -1.92 -5.49
C 0.15 -2.09 -3.88
S -0.29 -3.49 -2.95
C 0.36 -2.98 -1.37
C 0.97 -1.76 -1.42
S 1.57 -1.02 0.08
S 1.01 -0.93 -2.96
S 0.15 -3.99 -0.03
I 2.62 0.95 -0.69
I 4.29 3.17 -1.70
C -1.23 3.61 -0.79
C -0.55 2.48 -1.50
C -0.15 2.62 -2.92
O -0.25 1.44 -0.85
H -1.98 4.06 -1.44
H -0.50 4.37 -0.51
H -1.72 3.24 0.11
H -0.68 3.45 -3.39
H -0.38 1.70 -3.46
H 0.93 2.79 -3.01
Br -7.89 -2.78 0.78
C -6.14 -2.15 0.34
C -6.02 -1.12 -0.58
C -4.75 -0.66 -0.90
C -3.63 -1.21 -0.28
C -3.78 -2.25 0.63
C -5.04 -2.73 0.94
C -2.28 -0.67 -0.64
O -2.13 -0.10 -1.70
O -1.34 -0.86 0.25
H -6.89 -0.68 -1.04
H -4.61 0.13 -1.62
H -2.89 -2.70 1.06
H -5.17 -3.54 1.64

***

Here is a molecular structure, C16H21AlBBeBrCl4F2LiNO11S at a distorted geometry from OMol25. Energies are from ωB97M-V/def2-TZVPD.

Its net charge is +2.

Element x y z (Å)
C 1.00 0.48 1.64
O 0.49 1.17 0.51
C 0.86 0.65 -0.72
C 2.15 1.40 -1.18
O 1.75 2.73 -1.59
S 1.46 2.79 -3.12
O 0.19 2.37 -3.51
O 2.02 4.01 -3.64
O 2.43 1.50 -3.51
C 2.80 0.81 -2.42
C 3.03 -0.55 -2.61
B 1.55 -1.32 -3.15
O 1.12 -0.97 -4.37
O 1.09 -2.13 -2.25
H 2.05 0.19 1.52
H 0.92 1.12 2.51
H 0.43 -0.43 1.82
H 1.04 -0.42 -0.67
H 0.08 0.88 -1.44
H 2.85 1.49 -0.35
H 4.39 1.28 -2.15
H 3.72 -0.73 -3.44
H 3.43 -1.06 -1.74
H 0.14 -0.93 -4.39
H -0.02 -2.02 -2.21
Cl 5.47 1.87 -2.64
Al 4.08 4.67 -4.13
F -0.67 4.56 -2.94
C -1.97 0.61 4.61
Cl -2.55 -1.04 4.36
Cl -0.30 0.61 5.17
Cl -2.15 1.53 3.12
H -2.58 1.09 5.36
F -0.96 -2.40 -3.08
N 9.00 -1.21 -2.60
C 7.82 -0.85 -3.18
C 7.79 -1.37 -4.47
C 8.99 -2.07 -4.65
C 9.72 -1.96 -3.48
H 9.29 -0.97 -1.67
H 7.09 -0.25 -2.65
H 6.99 -1.25 -5.18
H 9.30 -2.60 -5.54
H 10.69 -2.35 -3.21
C -6.59 1.42 4.01
C -6.15 0.48 4.86
C -6.90 -0.79 5.05
O -6.44 -1.67 5.81
C -8.10 -1.02 4.34
C -8.58 -0.09 3.48
C -7.82 1.21 3.26
O -8.31 1.97 2.46
O -9.67 -0.24 2.78
O -5.03 0.60 5.55
H -6.05 2.35 3.85
H -8.52 -1.99 4.54
H -9.78 0.57 2.24
H -4.90 -0.18 6.11
Li -8.67 -3.55 3.66
Br -6.03 -3.43 4.28
Be -8.50 -4.52 0.98

***

Here is a molecular structure, C7H10ClNO2 at a distorted geometry from OMol25. Energies are from ωB97M-V/def2-TZVPD.

For the energy above the lowest of the compared OMol25 structures with the same formula, charge and spin, the calculation gives 237.3 kJ/mol.

Element x y z (Å)
C -0.86 0.61 -0.72
C 0.34 0.05 -1.50
C 0.03 -1.24 0.49
C 0.44 0.97 1.40
C -0.64 0.12 0.72
C 1.07 -0.77 -0.47
C 1.75 0.65 0.72
N 2.71 -0.10 1.49
O 2.28 -0.70 2.46
O 3.85 -0.16 1.09
Cl 2.52 1.90 -0.20
H -0.91 1.70 -0.77
H -1.80 0.22 -1.12
H 0.03 -0.59 -2.33
H 0.98 0.83 -1.92
H 0.43 -1.67 1.40
H -0.65 -1.95 0.02
H 0.22 2.03 1.33
H 0.52 0.70 2.46
H -1.56 0.09 1.30
H 1.91 -1.38 -0.76

***

Here is C21H32N2O4 in the gas phase from OMol25. Energies are from ωB97M-V/def2-TZVPD.

For the energy above the lowest of the compared OMol25 structures with the same formula, charge and spin, the calculation gives 107.7 kJ/mol. Its structure (SMILES) is CCOCCCNC(=O)CN1[C@@H]2CC[C@H]1C[C@](O)(c1ccc(OC)cc1)C2.

Element x y z (Å)
C -2.00 0.45 4.25
C -1.65 0.28 2.77
O -2.11 1.32 1.93
C -3.50 1.33 1.71
C -3.87 2.49 0.80
H -4.96 2.57 0.76
H -3.46 3.41 1.22
C -3.34 2.32 -0.63
N -1.91 2.44 -0.69
C -1.28 3.44 -1.32
O -1.84 4.29 -1.99
C 0.24 3.41 -1.12
N 0.71 2.05 -1.05
C 0.73 1.37 -2.35
C 0.68 -0.13 -2.07
H -0.26 -0.36 -1.58
H 0.73 -0.68 -3.01
C 1.86 -0.61 -1.19
C 1.46 -1.92 -0.51
C 2.11 -3.11 -0.78
C 1.75 -4.29 -0.16
C 0.72 -4.31 0.76
C 0.04 -3.12 1.03
C 0.40 -1.95 0.40
H -0.15 -1.04 0.62
H -0.77 -3.14 1.74
O 0.28 -5.41 1.44
C 0.91 -6.64 1.19
H 0.81 -6.95 0.15
H 0.41 -7.36 1.83
H 1.97 -6.61 1.46
H 2.29 -5.19 -0.41
H 2.91 -3.13 -1.51
O 2.95 -0.82 -2.07
H 3.73 -1.04 -1.54
C 2.22 0.44 -0.12
H 1.55 0.32 0.73
C 2.09 1.88 -0.62
H 2.32 2.56 0.21
C 2.96 2.17 -1.86
H 3.87 1.58 -1.85
H 3.23 3.22 -1.89
C 2.04 1.80 -3.03
H 2.45 0.99 -3.63
H 1.87 2.66 -3.68
H 3.24 0.25 0.23
H -0.16 1.65 -2.93
H 0.70 4.01 -1.92
H 0.45 3.90 -0.16
H -1.36 1.85 -0.08
H -3.74 3.10 -1.28
H -3.64 1.34 -1.02
H -3.81 0.37 1.26
H -4.04 1.44 2.67
H -0.56 0.29 2.66
H -2.03 -0.69 2.41
H -3.07 0.33 4.41
H -1.48 -0.29 4.83
H -1.71 1.44 4.58

***

Here is a gas-phase ion, C22H18FN4O4 (charge -1) at a distorted geometry from OMol25. Energies are from ωB97M-V/def2-TZVPD.

Its structure (SMILES) is O=C([O-])C[C@H](O)C[C@@H](O)/C=C/c1c(-c2ccc(F)cc2)c2ccccc2n2nnnc12. Its net charge is -1.

Element x y z (Å)
O -0.18 -1.32 6.51
O 1.13 -2.80 5.50
F -2.70 -3.49 1.13
N 2.78 3.58 -3.46
N 1.76 3.38 -4.24
N 2.78 2.86 -2.33
O 3.18 -0.53 1.92
O 1.60 -2.29 3.01
C 0.24 -1.90 5.50
C 1.67 2.19 -2.40
C 1.09 1.24 -1.44
C -0.18 0.71 -1.71
C 1.91 0.87 -0.24
C 1.41 0.85 1.06
C -2.76 0.89 -4.55
C -2.22 1.90 -5.35
C -2.54 -1.18 0.60
C -0.84 -2.69 -0.12
C -1.94 -0.16 -0.13
C -0.19 -1.63 -0.80
C -2.10 0.50 -3.38
C -0.97 2.48 -5.02
C -2.03 -2.47 0.59
C -0.78 -0.37 -0.87
C -0.87 1.12 -2.98
C -0.28 2.05 -3.89
N 0.98 2.53 -3.56
C -0.36 -1.60 4.14
C 2.29 0.55 2.26
C 1.40 0.08 3.46
C 0.67 -1.21 3.09
H 2.72 -1.39 2.17
H 1.67 -2.68 3.95
H 2.96 0.60 -0.38
H 0.40 1.19 1.22
H -3.73 0.49 -4.80
H -2.79 2.27 -6.24
H -3.42 -0.87 1.10
H -0.47 -3.73 -0.10
H -2.48 0.79 -0.14
H 0.73 -1.79 -1.34
H -2.65 -0.23 -2.79
H -0.56 3.29 -5.62
H -0.91 -2.45 3.71
H -1.08 -0.78 4.21
H 2.85 1.46 2.49
H 2.04 -0.05 4.33
H 0.68 0.88 3.75
H 0.08 -1.11 2.16

***

Here is a molecular structure, C2H4NP at a distorted geometry from OMol25. Energies are from ωB97M-V/def2-TZVPD.

For the energy above the lowest of the compared OMol25 structures with the same formula, charge and spin, the calculation gives 272.2 kJ/mol.

Element x y z (Å)
C 1.35 -0.41 -0.30
C 0.07 -0.40 0.34
N 1.65 0.63 0.27
P -1.63 0.01 -0.07
H 1.83 -1.12 -1.15
H 0.12 -0.72 1.37
H -1.55 0.97 -1.20
H -1.84 1.04 0.74

***

Here is a molecular structure, C36H27F10N4OPPd at a distorted geometry from OMol25. Energies are from ωB97M-V/def2-TZVPD.

For the energy above the lowest of the compared OMol25 structures with the same formula, charge and spin, the calculation gives 198.3 kJ/mol.

Element x y z (Å)
Pd 0.52 -0.61 0.07
C 1.58 -2.38 2.31
N 0.83 -1.14 2.10
C 1.57 0.05 2.59
C 2.84 0.26 1.79
N 2.59 0.00 0.37
C 3.66 -0.38 -0.41
C 4.63 -1.34 -0.12
F 4.60 -2.01 1.04
C 5.65 -1.71 -0.99
F 6.51 -2.66 -0.64
C 5.76 -1.11 -2.22
F 6.72 -1.47 -3.07
C 4.85 -0.13 -2.55
F 4.96 0.50 -3.73
C 3.86 0.23 -1.66
F 3.07 1.25 -2.03
C -0.51 -1.23 2.70
C -1.34 -2.29 2.00
N -1.08 -2.23 0.57
C -1.25 -3.33 -0.22
C -1.43 -4.69 0.13
F -1.48 -5.10 1.43
C -1.57 -5.72 -0.79
F -1.71 -6.97 -0.34
C -1.54 -5.49 -2.14
F -1.63 -6.50 -3.02
C -1.41 -4.19 -2.55
F -1.42 -3.89 -3.86
C -1.32 -3.17 -1.63
F -1.32 -1.92 -2.14
H 1.71 -2.54 3.39
H 2.56 -2.31 1.84
H 1.05 -3.21 1.88
H 1.80 -0.05 3.66
H 0.92 0.91 2.47
H 3.64 -0.36 2.20
H 3.15 1.30 1.95
H -0.98 -0.25 2.59
H -0.43 -1.44 3.77
H -2.40 -2.09 2.22
H -1.10 -3.25 2.44
O 1.37 -1.20 -2.49
N 0.59 -0.13 -2.05
C -0.23 0.31 -2.91
C -1.14 1.44 -2.73
C -1.64 1.98 -3.92
C -2.48 3.07 -3.92
C -2.87 3.63 -2.71
C -2.42 3.09 -1.52
C -1.55 1.99 -1.50
P -1.02 1.36 0.15
C -2.61 1.33 1.05
C -2.72 1.56 2.42
C -3.91 1.30 3.09
C -5.00 0.79 2.41
C -4.90 0.52 1.05
C -3.71 0.79 0.38
C -0.07 2.83 0.70
C 1.18 2.99 0.09
C 2.01 4.04 0.44
C 1.61 4.95 1.41
C 0.36 4.82 2.00
C -0.48 3.77 1.64
H 1.04 -1.50 -3.35
H -0.25 -0.17 -3.89
H -1.34 1.54 -4.86
H -2.85 3.48 -4.85
H -3.53 4.50 -2.69
H -2.74 3.52 -0.58
H -1.88 1.93 2.99
H -3.98 1.50 4.16
H -5.93 0.58 2.94
H -5.74 0.09 0.51
H -3.63 0.56 -0.68
H 1.51 2.27 -0.65
H 2.98 4.14 -0.04
H 2.27 5.76 1.70
H 0.03 5.54 2.74
H -1.46 3.72 2.09

***

Here is C5H8N2 in the gas phase at a distorted geometry from OMol25. Energies are from ωB97M-V/def2-TZVPD.

For the energy above the lowest of the compared OMol25 structures with the same formula, charge and spin, the calculation gives 176.1 kJ/mol. Its structure (SMILES) is NCc1cc[nH]c1.

Element x y z (Å)
C 1.52 0.14 -0.60
C 0.01 -0.03 -0.28
C -0.82 1.18 -0.11
C -1.99 0.64 0.31
C -0.71 -1.13 -0.12
H 2.78 -1.01 0.54
H 2.24 0.41 1.49
H 1.49 1.19 -0.78
H 2.03 -0.50 -1.31
H -0.59 2.27 -0.27
H -2.83 1.19 0.55
H -2.86 -1.32 0.02
H -0.48 -2.20 -0.16
N 2.24 -0.11 0.62
N -2.03 -0.72 0.09

***

Here is 2 unconnected molecules or ions with the total composition C3H2O3 at a distorted geometry from OMol25. Energies are from ωB97M-V/def2-TZVPD.

For the energy above the lowest of the compared OMol25 structures with the same formula, charge and spin, the calculation gives 235.6 kJ/mol.

Element x y z (Å)
O 2.28 0.85 -0.57
C 1.49 0.09 -0.31
C -0.82 0.61 -0.45
O -0.87 1.41 -1.31
C -0.98 -0.30 0.51
O -0.32 -1.49 0.47
H 0.62 -1.22 0.22
H -1.39 0.06 1.45

***

Here is 4 unconnected molecules or ions with the total composition C12H18FO9 at a distorted geometry from OMol25. Energies are from ωB97M-V/def2-TZVPD.

For the energy above the lowest of the compared OMol25 structures with the same formula, charge and spin, the calculation gives 311.8 kJ/mol. Its net charge is -1.

Element x y z (Å)
F 35.17 -13.57 -14.18
C 31.97 -14.36 -10.70
C 31.38 -14.29 -12.21
C 32.26 -14.97 -13.30
O 31.31 -15.93 -13.83
C 30.33 -16.12 -13.04
O 29.54 -16.95 -13.36
O 30.30 -15.14 -12.16
H 32.99 -13.81 -10.58
H 32.35 -15.50 -10.79
H 31.31 -14.16 -9.96
H 31.02 -13.16 -12.36
H 33.20 -15.18 -12.68
H 32.82 -14.35 -13.97
C 32.95 -10.81 -11.58
C 34.45 -11.18 -11.77
C 35.28 -10.39 -12.68
O 36.02 -9.53 -11.81
C 35.94 -9.90 -10.62
O 36.49 -9.29 -9.65
O 35.06 -10.90 -10.55
H 32.43 -11.29 -10.79
H 32.50 -11.27 -12.46
H 32.73 -9.81 -11.38
H 34.64 -12.28 -12.21
H 34.82 -9.65 -13.45
H 36.11 -10.96 -13.19
C 32.17 -12.78 -16.86
C 33.31 -11.92 -16.14
C 34.67 -11.90 -16.82
O 34.85 -10.72 -17.45
C 33.90 -9.96 -17.06
O 33.72 -8.72 -17.50
O 33.09 -10.49 -16.13
H 32.56 -13.89 -17.23
H 31.64 -12.34 -17.90
H 31.49 -12.91 -15.93
H 33.20 -12.30 -15.16
H 34.79 -12.85 -17.34
H 35.31 -12.07 -16.15

***

Here is C5H7FN2 in the gas phase at a distorted geometry from OMol25. Energies are from ωB97M-V/def2-TZVPD.

For the energy above the lowest of the compared OMol25 structures with the same formula, charge and spin, the calculation gives 226.2 kJ/mol. Its structure (SMILES) is [H]/N=C/N/C=C\C(=C)F.

Element x y z (Å)
C -2.06 -0.12 -0.05
C -2.07 1.11 0.48
C -1.07 -1.11 0.16
C 0.19 -0.91 0.12
C 2.27 0.36 -0.36
H -2.83 1.91 0.22
H -1.25 1.43 1.12
H -1.54 -2.12 0.48
H 0.95 -1.65 0.36
H 0.18 1.08 -0.73
H 2.60 1.29 -1.08
H 3.97 -0.41 -0.01
N 0.86 0.33 -0.33
N 2.99 -0.57 0.17
F -3.19 -0.60 -0.55

***

Here is a molecular structure, C14H19N4O4OsPS3 at a distorted geometry from OMol25. Energies are from ωB97M-V/def2-TZVPD.

For the energy above the lowest of the compared OMol25 structures with the same formula, charge and spin, the calculation gives 79.3 kJ/mol. The spin multiplicity is 2. The expectation value of S² is 0.757. Its net charge is +1.

Element x y z (Å)
Os 0.49 -0.39 -0.18
N 5.82 -2.02 -5.31
C 5.32 -1.61 -4.12
C 5.63 -0.34 -3.61
C 5.09 0.09 -2.42
C 4.24 -0.76 -1.71
C 3.92 -2.03 -2.19
C 4.47 -2.46 -3.38
S 3.35 -0.08 -0.40
O 2.62 -1.10 0.39
O 4.10 0.90 0.30
N 2.00 0.53 -1.13
C 1.58 1.81 -0.98
N 2.21 2.93 -1.26
C 1.50 4.03 -0.98
C 0.22 3.99 -0.43
C -0.32 2.75 -0.13
N 0.38 1.65 -0.41
H 6.39 -1.40 -5.86
H 5.58 -2.91 -5.70
H 6.29 0.31 -4.17
H 5.30 1.07 -2.03
H 3.27 -2.68 -1.62
H 4.25 -3.45 -3.75
H 1.99 4.97 -1.20
H -0.34 4.90 -0.23
H -1.29 2.63 0.33
C -4.96 -2.57 -1.03
C -4.22 -2.57 0.28
O -2.83 -3.00 0.13
P -1.69 -2.09 -0.44
S -1.84 -0.18 0.19
S 0.10 -2.85 0.04
O -1.85 -2.02 -2.01
C -1.74 -3.24 -2.79
C -2.55 -3.07 -4.06
H -6.02 -2.37 -0.84
H -4.88 -3.54 -1.52
H -4.59 -1.80 -1.70
H -4.64 -3.28 0.98
H -4.22 -1.58 0.74
H -2.12 -4.08 -2.20
H -0.69 -3.41 -3.01
H -3.61 -2.95 -3.84
H -2.42 -3.95 -4.69
H -2.20 -2.19 -4.61

***

no.,total energy (a.u.)
1,-10054.2301
2,-6805.9752
3,-938.0377
4,-1229.8815
5,-1469.0377
6,-474.5700
7,-3150.0094
8,-304.7684
9,-341.1471
10,-1244.9905
11,-404.0207
12,-2691.2893